No. 1
Below is 2 unconnected molecules or ions with the total composition C4H12N3 at a distorted geometry, with properties calculated with wB97M-V/def2-TZVPD.

```
19
Properties=species:S:1:pos:R:3:forces:R:3:mulliken_charge:R:1
C -1.2885 1.2820 0.4529 0.589 1.923 0.620 -0.7835
C -1.9580 0.1508 0.2787 0.309 -1.601 -0.074 -0.0409
C 0.9720 -1.1746 0.5193 0.388 -1.564 0.696 -0.4680
C -1.6753 -0.6826 -0.9533 -0.670 -0.793 1.930 -0.9252
N 2.0807 0.4429 -0.8800 -0.267 0.996 -0.257 -0.6459
N 1.6067 -0.8457 -0.5413 0.699 0.079 -1.082 0.3246
N 0.8655 -0.0435 1.4132 -1.818 -3.383 1.038 -0.0924
H -0.4682 1.7220 -0.1903 -1.461 -0.835 -0.127 0.3913
H -1.3715 1.9217 1.3302 -0.406 -0.289 0.180 0.3592
H -2.5367 -0.4465 1.0784 0.525 1.730 -1.177 0.2809
H -1.1437 -1.5788 -0.5208 -0.359 0.605 -1.013 0.2842
H -1.1190 -0.1210 -1.6870 0.127 -0.122 -0.316 0.2327
H -2.6501 -1.0239 -1.2942 0.149 -0.139 -0.565 0.4021
H 2.9266 0.8052 -0.4398 0.047 -0.967 -0.080 0.2491
H 2.1093 0.6231 -1.8840 -0.166 -0.362 0.450 0.2508
H 1.6492 -1.5695 -1.2607 0.295 0.345 0.157 0.2831
H -0.1088 0.1812 1.1167 -1.061 0.667 0.211 0.0997
H 1.3637 0.6924 1.0579 2.143 3.035 0.145 0.4154
H 0.7461 -0.3352 2.4041 0.937 0.674 -0.737 0.3828
```
Forces are in eV/Å.

Calculated values
LUMO energy (eV): -3.115
Gap between HOMO and LUMO (eV): 10.81
HOMO level (eV): -13.93
Calculated total energy (a.u.): -323.46202
Molar mass (g/mol): 102.2
Total charge: +1

No. 2
Below is a molecular structure, C14H54CdO14 at a distorted geometry, with properties calculated with wB97M-V/def2-TZVPD.

```
83
Properties=species:S:1:pos:R:3:forces:R:3:mulliken_charge:R:1
Cd 1.2551 0.6968 4.3448 0.910 -2.078 0.280 0.1384
C -0.2595 0.7245 -0.0202 0.053 0.783 -0.673 -0.1600
C 0.1173 0.0381 1.2509 0.466 0.261 1.953 -0.4443
O 0.4701 0.8576 2.3689 -1.424 0.010 -2.566 0.7959
H -1.2835 1.0893 0.0603 -0.027 0.248 -0.140 -0.1992
H -0.1947 0.0376 -0.8641 -0.224 -0.315 -0.056 0.0139
H 0.4112 1.5342 -0.3076 0.013 0.198 0.286 0.2523
H 0.8590 -0.7274 1.0226 0.613 -0.049 0.156 -0.0999
H -0.7808 -0.5340 1.4840 -0.402 -0.353 -0.074 -0.0289
O 3.2418 0.7658 3.4908 0.258 0.833 0.087 -0.9354
H 3.7602 1.5918 3.4325 -0.331 -0.647 0.422 0.1496
O 2.8188 2.4495 1.1509 0.251 0.830 -1.281 -0.7718
H 2.7923 1.8253 1.8760 0.038 -1.193 1.011 0.3503
H 1.9806 2.9092 1.1991 -0.309 0.159 0.073 0.3598
O 0.1273 3.6671 1.8860 0.125 1.061 0.167 -0.7115
H -0.7178 4.1155 1.8531 -0.197 0.253 -0.103 0.2842
H -0.0949 2.7460 2.0222 0.122 -1.807 0.031 0.1261
O 3.0229 0.8896 -1.2599 0.244 -0.731 -0.984 -0.6913
H 2.4166 1.2000 -1.9325 -0.494 0.282 -0.015 0.2707
H 2.9111 1.5037 -0.5342 0.016 0.770 1.020 0.3581
O -1.3703 -1.7825 3.4773 -0.683 -0.526 0.152 -0.6727
H -0.6405 -1.8736 4.0900 0.292 0.168 0.270 0.2524
H -1.0352 -1.2083 2.7886 0.236 0.271 0.031 0.1409
O 4.1711 -0.1386 0.9674 0.467 -0.494 0.385 -0.5298
H 4.8565 -0.0837 0.3016 0.023 0.027 -0.327 0.3569
H 3.3562 0.0008 0.4850 -0.100 -0.053 -0.013 0.1903
O 1.0358 2.8186 4.4905 -0.330 1.826 0.688 -0.3824
H 0.7092 3.2940 3.7266 -0.224 0.240 -0.933 0.2999
H 1.4565 3.4892 5.0287 0.296 -0.044 0.312 0.2452
C -2.8170 2.1925 -2.3183 -0.577 0.774 1.897 -0.6735
C -2.7014 1.4552 -3.5603 -1.224 -1.529 0.147 -0.5089
O -1.6713 2.0250 -4.2721 0.569 0.571 -1.873 -0.4271
H -3.0663 3.2229 -2.5716 0.057 0.129 0.057 0.3187
H -1.9136 2.2143 -1.7088 -0.079 -0.193 0.080 -0.0889
H -3.6691 1.8040 -1.7605 0.170 -0.026 0.452 0.3737
H -3.6993 1.5254 -3.9932 0.013 0.283 -0.891 0.4377
H -2.5592 0.3765 -3.4945 0.297 -0.213 0.554 0.2761
H -2.0136 2.0798 -5.1673 0.691 0.185 -0.342 0.2590
C -3.5881 1.7840 1.9263 0.246 -0.343 0.930 -0.5644
C -3.9659 2.6812 3.1332 0.547 -0.859 -0.505 -0.4288
O -4.7583 3.7825 2.7653 -0.383 0.527 -0.420 -0.5209
H -2.6777 1.2536 2.2058 0.193 -0.060 0.165 0.0019
H -3.3237 2.2679 0.9860 -0.413 0.438 0.143 0.1685
H -4.3061 0.9787 1.7712 -0.297 0.301 -0.268 0.4083
H -3.0470 3.0057 3.6213 0.172 0.191 0.012 0.2555
H -4.5134 2.0970 3.8728 0.074 -0.356 -0.003 0.3166
H -5.1557 4.1266 3.5686 -0.028 0.119 -0.051 0.3032
C 1.4791 3.1187 -5.0154 1.047 -0.693 1.059 -1.2639
C 1.5451 1.8641 -4.0751 -1.338 -0.580 -3.035 -0.2760
O 0.9691 2.0735 -2.8583 0.492 0.785 2.511 -0.3987
H 2.0603 2.9320 -5.9184 -0.333 -0.059 -0.252 0.3811
H 2.0068 3.9254 -4.5065 0.015 0.115 0.121 0.3237
H 0.4719 3.4879 -5.2085 -0.022 -0.411 -0.094 0.2359
H 2.5090 1.3554 -4.0610 0.612 0.910 0.738 0.4914
H 0.9861 1.0218 -4.4825 -0.390 0.054 -0.975 0.3553
H 0.0097 2.0624 -2.8878 -0.004 -0.058 -0.474 0.1129
C 0.6791 -4.0211 2.2888 -1.150 1.398 0.219 -0.8996
C 1.6545 -4.8643 1.5304 -1.030 -0.888 1.683 -0.2236
O 2.9335 -4.6940 2.1221 0.187 0.127 -0.961 -0.5293
H 0.7921 -2.9593 2.0699 0.290 0.103 -0.057 -0.0778
H 0.6649 -4.0775 3.3773 0.792 -0.419 0.038 0.4702
H -0.3740 -4.2080 2.0789 0.031 -0.400 -0.533 0.4963
H 1.5356 -4.7170 0.4569 0.612 0.366 -0.179 0.1560
H 1.3648 -5.8931 1.7443 -0.136 -0.458 -0.348 0.4007
H 3.4927 -5.3019 1.6328 0.474 0.094 0.157 0.2956
C 1.5961 -2.7934 -2.3903 -0.809 -1.458 -0.368 -0.7968
C 2.9617 -2.6746 -1.6987 -2.140 -0.501 -0.663 -0.0904
O 3.5515 -1.7050 -2.4348 2.306 2.316 -0.995 -0.5631
H 0.9109 -1.9541 -2.2706 0.100 0.110 0.902 -0.0263
H 1.0907 -3.7377 -2.1882 -0.422 -0.003 0.445 0.3480
H 1.6663 -2.7916 -3.4781 0.793 -0.195 -0.153 0.3953
H 3.5971 -3.5490 -1.8398 -0.375 -0.381 0.518 0.3049
H 2.8114 -2.3603 -0.6659 0.342 -0.455 0.344 0.1568
H 3.1946 -0.8697 -2.1239 0.322 0.614 0.150 0.3480
C -2.9930 -2.3625 -0.1604 0.746 -1.188 -0.218 -1.0858
C -1.9281 -3.5381 -0.3046 -1.168 0.499 -0.123 0.5542
O -2.4913 -4.7728 0.1401 -0.617 -0.020 0.966 -0.5856
H -3.2374 -2.1563 0.8816 0.252 -0.271 0.141 0.2772
H -3.9318 -2.6186 -0.6515 0.075 -0.069 -0.189 0.4432
H -2.6084 -1.4288 -0.5710 0.157 -0.071 -0.157 0.0758
H -1.0618 -3.2627 0.2969 0.127 -0.123 -0.105 -0.2998
H -1.6402 -3.7689 -1.3303 0.206 0.966 -0.237 0.3178
H -2.2143 -5.5296 -0.3815 0.252 0.373 -0.113 0.3122
```
Forces are in eV/Å.

Calculated values
LUMO energy (spin up / spin down) (eV): 1.982 / 1.981
Gap between HOMO and LUMO (spin up / spin down) (eV): 4.37 / 6.69
HOMO level (spin up / spin down) (eV): -2.39 / -4.71
Calculated total energy (a.u.): -1786.76071
Molar mass (g/mol): 559.0
Spin multiplicity: 2
Total charge: -1
⟨S²⟩: 0.75

No. 3
Below is 6 unconnected molecules or ions with the total composition C18H46Cl4N2O2 at a distorted geometry, with properties calculated with wB97M-V/def2-TZVPD.

```
72
Properties=species:S:1:pos:R:3:forces:R:3:mulliken_charge:R:1
C 1.5161 -2.9690 1.9673 0.330 0.132 -0.650 -1.5757
C 0.1693 -3.5922 1.8130 -0.241 -2.208 -0.386 -0.5385
N -0.1348 -4.2207 0.5270 -1.817 0.798 -0.607 0.5701
C -1.4164 -4.9517 0.4594 0.020 0.241 0.839 -0.5532
C -2.6718 -4.2022 0.9210 -0.772 -0.102 2.094 -1.1302
C 0.8911 -5.0086 -0.0963 -0.650 -0.340 2.468 -1.0896
C 1.3036 -6.2951 0.6609 -0.739 -0.157 -1.115 -1.1677
H 2.2824 -3.6950 2.1891 0.293 -0.428 -0.110 0.4102
H 1.4249 -2.3779 2.8569 0.329 0.809 0.295 0.4140
H 1.8459 -2.4021 1.0814 -0.292 0.155 0.475 0.2680
H 0.0690 -4.3547 2.5753 0.287 -0.730 0.711 0.4634
H -0.6096 -2.9550 2.1341 -0.922 1.274 -0.433 0.3948
H -1.6450 -5.2446 -0.5525 0.426 0.115 -0.786 0.3766
H -1.2769 -5.9362 0.9627 -0.598 0.530 0.274 0.2944
H -2.8588 -3.2004 0.5978 0.644 0.696 -1.182 0.0473
H -3.6175 -4.7113 0.6734 0.563 -0.281 -0.036 0.4119
H -2.7536 -3.9922 2.0184 0.415 -0.797 -0.470 0.3427
H 1.6960 -4.3447 -0.1904 1.661 0.587 -0.309 0.5731
H 0.5520 -5.2516 -1.0598 -0.397 -0.437 -1.441 0.5237
H 0.4629 -7.0409 0.7824 1.024 0.780 -0.301 0.2792
H 1.7333 -6.1024 1.6311 0.204 0.123 0.272 0.2526
H 2.0585 -6.6607 -0.0334 0.213 -0.795 0.443 0.4301
C 2.9049 2.6130 -2.1388 1.178 0.158 -0.777 -1.0270
C 3.0263 3.5046 -0.9123 2.304 -1.944 1.964 -0.6587
N 1.8915 4.1887 -0.4426 -2.212 1.100 -0.001 0.4876
C 2.1174 4.7466 0.9347 -0.890 0.242 -1.079 -0.5868
C 1.8761 3.7968 2.0710 0.041 -1.574 -0.898 -1.4531
C 1.2968 5.1466 -1.4698 0.657 -1.451 2.305 -0.5716
C 2.1638 6.3186 -1.6989 1.415 1.071 -0.102 -1.1640
H 3.1750 3.1601 -3.0613 -0.061 -0.293 0.302 0.2807
H 1.9141 2.2455 -2.2742 -0.792 -0.255 0.060 0.0218
H 3.5601 1.7015 -2.0682 -0.454 1.052 0.012 0.3674
H 3.2617 2.7902 -0.0633 0.025 0.620 -0.797 0.3313
H 3.9211 4.1737 -0.9074 -0.229 -0.326 -0.519 0.4867
H 1.4435 5.5739 1.1216 -0.100 0.470 -0.496 0.4218
H 3.1282 5.1204 1.0141 0.498 0.262 -0.090 0.3866
H 0.8593 3.6323 2.3972 -0.543 0.013 -0.534 0.2830
H 2.3538 4.1527 2.9305 1.004 0.615 1.337 0.4922
H 2.3293 2.8312 1.8254 -0.139 -0.087 0.246 0.2977
H 1.1780 4.6126 -2.3931 0.077 -0.446 -0.438 0.3197
H 0.3116 5.2865 -1.0889 -0.865 0.864 0.150 0.4060
H 3.1290 5.8798 -2.0409 -0.506 0.669 -0.277 0.2880
H 1.7093 6.9568 -2.4754 0.530 -0.043 0.286 0.4006
H 2.4719 6.9318 -0.8082 -0.821 -0.543 -0.658 0.2501
Cl -4.2602 2.1342 -0.2380 0.249 1.024 -0.217 -0.2199
C -4.1807 0.3902 -0.0224 -0.759 0.384 -0.200 0.4843
C -4.1210 0.0349 1.4434 -1.125 -0.193 -1.781 0.3283
Cl -5.5092 0.6131 2.3785 0.164 -0.116 0.080 -0.1957
H -3.2764 0.0281 -0.4895 0.128 -0.032 -0.089 -0.7549
H -5.0596 0.0414 -0.5804 0.329 -0.377 0.492 0.4550
H -3.2022 0.3998 1.7860 1.139 0.566 1.061 -0.0966
H -4.1137 -1.0270 1.3821 -0.038 -1.065 0.775 -0.0390
Cl 0.8567 -1.5456 -2.1756 -0.631 0.033 0.292 -0.2289
C -0.8441 -1.8122 -1.6158 -0.490 0.098 0.660 1.4883
C -1.7691 -1.8847 -2.8048 -0.844 0.960 0.826 -0.4281
Cl -3.4799 -2.0546 -2.1452 0.513 -0.049 -0.340 -0.2080
H -1.1773 -1.0577 -0.8614 0.696 -0.122 -1.041 -0.6199
H -0.8764 -2.7184 -1.0289 0.414 -0.492 -0.097 -0.6138
H -1.6818 -2.7296 -3.4494 0.505 -0.431 -0.385 0.4140
H -1.7456 -0.9374 -3.3390 -0.104 -0.179 -0.252 0.3156
C -0.6272 2.2665 -1.9000 -0.135 0.923 -1.915 -0.5954
O -0.0106 2.1723 -0.6572 -0.458 -1.064 0.307 -0.6442
H -1.7005 2.1877 -1.7857 -0.348 -0.279 0.050 0.1628
H -0.4828 3.2720 -2.4040 0.060 -1.008 0.668 0.1175
H -0.2786 1.5025 -2.6497 -0.133 0.437 0.881 0.2146
H 0.5281 2.9303 -0.4332 0.955 1.013 -0.060 0.3534
C -0.2983 0.2081 2.1942 -1.384 0.211 0.214 -0.9509
O -0.6283 0.0667 0.7956 0.569 0.817 1.454 -0.1181
H -0.9749 -0.4414 2.7768 0.357 -0.056 -0.303 0.3777
H 0.7239 -0.0312 2.4609 0.352 -0.211 -0.312 0.3172
H -0.5095 1.2179 2.6158 0.128 -0.300 -0.634 0.3290
H -0.3441 0.9193 0.3768 -0.204 -0.629 -0.173 0.2986
```
Forces are in eV/Å.

Calculated values
LUMO energy (eV): 0.686
Gap between HOMO and LUMO (eV): 8.66
HOMO level (eV): -7.97
Calculated total energy (a.u.): -2814.07790
Molar mass (g/mol): 464.4
SMILES string: CCN(CC)CC.CCN(CC)CC.ClCCCl.ClCCCl.CO.CO